{"formula": "C23H51F6O30P3S2Zn", "method": "ωB97M-V with the def2-TZVPD basis set", "e_homo_ev": -9.72, "mol_weight_g_mol": 1144.07, "e_lumo_ev": -0.988, "gap_ha": 0.32086, "fmax_ev_per_a": 2.76, "elements": ["Zn", "C", "F", "F", "F", "S", "O", "O", "O", "C", "F", "F", "F", "S", "O", "O", "O", "C", "O", "P", "O", "O", "C", "O", "C", "H", "H", "H", "H", "H", "H", "H", "H", "H", "C", "O", "P", "O", "O", "C", "O", "C", "H", "H", "H", "H", "H", "H", "H", "H", "H", "C", "O", "P", "O", "O", "C", "O", "C", "H", "H", "H", "H", "H", "H", "H", "H", "H", "C", "O", "C", "O", "O", "C", "H", "H", "H", "H", "H", "H", "C", "O", "C", "O", "O", "C", "H", "H", "H", "H", "H", "H", "C", "O", "C", "O", "O", "C", "H", "H", "H", "H", "H", "H", "C", "O", "C", "O", "O", "C", "H", "H", "H", "H", "H", "H"], "xyz": [[17.64, 22.06, -13.80], [14.26, 22.90, -16.53], [13.72, 22.93, -17.73], [14.07, 24.07, -15.92], [13.68, 21.96, -15.80], [16.10, 22.59, -16.67], [16.29, 21.55, -17.65], [16.71, 23.84, -16.99], [16.44, 22.08, -15.31], [15.72, 18.18, -14.17], [15.67, 16.88, -14.12], [15.84, 18.66, -15.38], [14.56, 18.61, -13.67], [17.15, 18.71, -13.08], [16.73, 18.57, -11.70], [18.17, 17.78, -13.48], [17.45, 20.10, -13.43], [19.96, 23.51, -9.51], [18.62, 23.06, -9.61], [18.31, 21.83, -10.54], [18.65, 22.03, -11.96], [16.78, 21.54, -10.37], [16.31, 21.18, -9.04], [19.07, 20.67, -9.81], [19.64, 19.53, -10.53], [20.64, 22.75, -9.08], [20.12, 24.35, -8.85], [20.40, 23.67, -10.50], [16.18, 20.10, -8.97], [15.33, 21.65, -9.04], [16.93, 21.47, -8.20], [20.70, 19.61, -10.29], [19.46, 19.60, -11.60], [19.24, 18.59, -10.18], [10.03, 14.85, -18.62], [10.80, 16.08, -18.42], [12.32, 15.91, -17.90], [12.85, 14.57, -17.93], [12.29, 16.59, -16.47], [11.14, 17.07, -15.78], [13.08, 16.94, -18.84], [12.88, 18.35, -18.68], [9.16, 15.00, -17.98], [10.57, 13.96, -18.32], [9.81, 14.81, -19.69], [10.93, 16.46, -14.91], [10.27, 16.98, -16.42], [11.39, 18.09, -15.50], [13.56, 18.81, -17.98], [11.87, 18.59, -18.34], [13.02, 18.82, -19.66], [15.70, 13.73, -13.80], [16.76, 13.42, -14.69], [16.63, 13.28, -16.26], [15.27, 13.17, -16.78], [17.47, 14.43, -16.95], [16.81, 15.63, -17.34], [17.49, 11.97, -16.40], [17.91, 11.56, -17.70], [15.92, 14.63, -13.22], [15.56, 13.00, -13.00], [14.83, 13.95, -14.41], [17.35, 16.54, -17.08], [15.94, 15.77, -16.69], [16.61, 15.62, -18.41], [18.49, 10.64, -17.65], [18.72, 12.24, -18.00], [17.11, 11.55, -18.43], [18.27, 14.71, -11.09], [18.41, 14.50, -9.68], [19.56, 14.02, -9.27], [20.49, 13.74, -9.93], [19.48, 13.87, -7.96], [20.41, 13.01, -7.34], [19.11, 14.30, -11.64], [18.24, 15.77, -11.34], [17.32, 14.27, -11.39], [21.23, 13.58, -6.91], [20.77, 12.23, -8.02], [19.93, 12.34, -6.63], [13.65, 19.21, -10.73], [13.33, 20.15, -9.71], [12.09, 20.57, -9.72], [11.23, 20.21, -10.44], [11.96, 21.43, -8.73], [10.64, 21.83, -8.34], [14.59, 18.71, -10.50], [13.60, 19.61, -11.74], [13.00, 18.32, -10.74], [10.16, 22.50, -9.05], [10.75, 22.31, -7.37], [10.03, 20.94, -8.16], [21.48, 22.32, -13.24], [21.40, 21.20, -14.11], [20.32, 20.86, -14.79], [19.30, 21.47, -14.83], [20.60, 19.88, -15.60], [21.53, 18.85, -15.27], [22.51, 22.65, -13.13], [21.13, 21.98, -12.27], [20.81, 23.12, -13.56], [21.44, 17.99, -15.92], [21.57, 18.53, -14.23], [22.52, 19.25, -15.53], [11.59, 17.12, -6.98], [12.95, 17.22, -7.36], [13.50, 16.27, -8.10], [13.08, 15.15, -8.23], [14.62, 16.75, -8.62], [15.22, 16.02, -9.69], [11.24, 16.11, -6.78], [11.00, 17.54, -7.80], [11.50, 17.76, -6.10], [14.85, 15.02, -9.86], [16.29, 15.89, -9.45], [15.27, 16.68, -10.56]], "mulliken_charge": [0.65, 0.59, -0.21, -0.24, -0.17, 1.13, -0.65, -0.68, 0.00, -0.07, -0.07, -0.10, -0.23, 0.19, -0.29, -0.70, 0.48, -0.69, -0.35, 0.93, -0.30, -0.31, -0.55, -0.43, -0.19, 0.28, 0.33, 0.22, 0.09, 0.17, 0.46, 0.32, -0.04, 0.17, -0.73, -0.37, 0.88, -0.64, 0.03, -0.73, -0.35, -0.55, 0.25, 0.37, 0.22, 0.24, 0.32, 0.27, 0.20, 0.27, 0.31, -0.20, -0.21, 0.95, -0.54, -0.35, -0.32, -0.38, -0.75, -0.22, 0.33, 0.32, 0.23, 0.02, 0.32, 0.26, 0.28, 0.32, -0.54, -0.21, 0.73, -0.55, -0.32, -0.75, 0.47, 0.17, 0.09, 0.27, 0.33, 0.29, -0.54, -0.02, 0.66, -0.54, -0.34, -0.70, -0.36, 0.59, 0.36, 0.28, 0.24, 0.30, -0.50, -0.40, 0.83, -0.24, -0.28, -0.67, 0.39, -0.01, 0.30, 0.28, 0.27, 0.34, -0.70, -0.31, 0.78, -0.59, -0.20, -0.43, 0.33, 0.27, 0.25, 0.42, 0.15, 0.02]}

{"formula": "C13H2AuBr4N2O9", "method": "ωB97M-V with the def2-TZVPD basis set", "e_homo_ev": -5.88, "mol_weight_g_mol": 846.75, "e_lumo_ev": 1.647, "total_charge": -1, "gap_ha": 0.27648, "de_lowest_kcal_mol": 0.0, "fmax_ev_per_a": 0.39, "elements": ["Au", "Br", "C", "C", "Br", "C", "Br", "C", "O", "C", "O", "C", "Br", "O", "C", "O", "C", "C", "C", "C", "C", "C", "O", "N", "O", "O", "N", "O", "O", "H", "H"], "xyz": [[0.82, -0.72, -0.03], [4.30, -6.07, -2.57], [3.06, -4.66, -2.34], [2.11, -4.39, -3.32], [2.02, -5.42, -4.89], [1.20, -3.34, -3.13], [-0.13, -2.91, -4.39], [1.25, -2.57, -1.98], [0.39, -1.57, -1.75], [2.22, -2.84, -1.00], [2.24, -2.06, 0.09], [3.11, -3.88, -1.18], [4.37, -4.17, 0.19], [1.07, 1.12, 3.58], [0.73, 0.90, 2.44], [1.35, -0.02, 1.73], [-0.43, 1.67, 1.86], [-0.94, 2.68, 2.67], [-1.98, 3.47, 2.26], [-2.58, 3.29, 1.02], [-2.09, 2.29, 0.23], [-1.01, 1.45, 0.59], [-0.66, 0.56, -0.30], [-2.73, 2.06, -1.07], [-3.43, 1.08, -1.18], [-2.55, 2.90, -1.93], [-2.48, 4.53, 3.13], [-3.42, 5.20, 2.73], [-1.96, 4.67, 4.22], [-0.48, 2.82, 3.64], [-3.39, 3.92, 0.69]], "mulliken_charge": [1.37, -0.17, 0.19, 0.22, -0.17, -0.32, -0.11, 0.66, -0.86, 0.40, -0.88, -0.16, -0.12, -0.67, 0.85, -0.61, -0.08, -0.66, -0.28, -0.42, 0.17, 0.79, -0.85, 0.91, -0.55, -0.58, 1.02, -0.65, -0.62, 0.64, 0.54]}

{"formula": "C7H15ClN2O4P2", "method": "ωB97M-V with the def2-TZVPD basis set", "e_homo_ev": -9.39, "smiles": "CC[C@@H](Cl)[C@H]1C(=O)N[C@H]([PH2]=N)[C@@H]1P(=O)(O)O", "mol_weight_g_mol": 288.61, "e_lumo_ev": 0.184, "gap_ha": 0.35196, "fmax_ev_per_a": 0.81, "elements": ["C", "C", "C", "Cl", "C", "C", "O", "N", "C", "P", "N", "C", "P", "O", "O", "O", "H", "H", "H", "H", "H", "H", "H", "H", "H", "H", "H", "H", "H", "H", "H"], "xyz": [[2.52, -2.85, 1.03], [1.81, -1.51, 1.23], [0.27, -1.65, 1.17], [-0.47, -1.45, 2.78], [-0.42, -0.74, 0.17], [-1.80, -1.28, -0.24], [-2.26, -2.35, 0.00], [-2.45, -0.26, -0.93], [-1.71, 1.00, -0.76], [-0.86, 1.41, -2.33], [-1.33, 2.73, -3.04], [-0.81, 0.70, 0.48], [0.37, 1.96, 1.03], [0.47, 2.07, 2.49], [-0.25, 3.20, 0.24], [1.80, 1.73, 0.35], [3.57, -2.70, 0.79], [2.45, -3.48, 1.92], [2.07, -3.40, 0.20], [2.13, -0.83, 0.45], [2.09, -1.07, 2.19], [0.02, -2.67, 0.88], [0.15, -0.80, -0.77], [-3.45, -0.19, -0.75], [-2.38, 1.83, -0.56], [-0.93, 0.23, -3.08], [0.50, 1.43, -1.92], [-1.65, 2.55, -3.98], [-1.53, 0.67, 1.31], [0.33, 3.98, 0.26], [1.76, 1.75, -0.62]], "mulliken_charge": [-1.42, -0.38, 0.03, -0.20, -0.43, 0.12, -0.59, -0.26, -0.10, 0.37, -0.77, -0.09, 0.66, -0.69, -0.51, -0.49, 0.40, 0.33, 0.36, 0.20, 0.43, 0.57, 0.31, 0.31, 0.47, 0.08, -0.10, 0.25, 0.46, 0.33, 0.36]}

{"formula": "C2H3BrN2S", "method": "ωB97M-V with the def2-TZVPD basis set", "e_homo_ev": -8.74, "mol_weight_g_mol": 167.03, "e_lumo_ev": -0.886, "gap_ha": 0.28863, "de_lowest_kcal_mol": 75.9, "fmax_ev_per_a": 4.81, "elements": ["C", "C", "N", "N", "S", "Br", "H", "H", "H"], "xyz": [[0.33, -1.27, -0.71], [-1.79, 0.90, 0.70], [-0.59, -0.87, -0.11], [-1.53, -0.40, 0.51], [-0.86, 2.08, -0.08], [3.77, 0.43, 0.03], [2.53, -0.32, -0.05], [0.84, -1.70, -1.47], [-2.71, 1.15, 1.18]], "mulliken_charge": [-0.15, -0.08, 0.64, -0.98, -0.29, -0.19, 0.14, 0.55, 0.36]}

{"formula": "CH2N4S", "method": "ωB97M-V with the def2-TZVPD basis set", "e_homo_ev": -9.38, "smiles": "Sc1nn[nH]n1", "mol_weight_g_mol": 102.12, "e_lumo_ev": 0.802, "gap_ha": 0.37417, "de_lowest_kcal_mol": 12.6, "fmax_ev_per_a": 3.44, "elements": ["S", "C", "N", "N", "N", "N", "H", "H"], "xyz": [[-2.23, -0.36, -0.07], [-0.56, -0.20, -0.04], [0.15, -1.37, 0.00], [1.42, -1.04, -0.06], [1.38, 0.26, -0.04], [0.21, 0.82, -0.07], [-2.55, 1.01, 0.28], [2.19, 0.87, -0.01]], "mulliken_charge": [-0.28, 0.71, -0.24, -0.42, 0.43, -0.62, 0.16, 0.27]}